No. 1
141
Properties=species:S:1:pos:R:3 method="wB97M-V/def2-TZVPD" de_lowest_ev=0.000 homo_lumo_gap_ev=8.20 total_charge=+1 homo_ev=-10.59
C 2.10 -1.44 1.85
C 1.64 -0.94 0.87
N 0.84 -0.36 -0.07
C 0.02 -0.99 -0.93
S -0.07 -2.70 -0.99
N -0.61 -0.04 -1.62
C -0.18 1.22 -1.22
C -0.71 2.48 -1.79
O -1.54 3.16 -0.84
C -2.88 2.92 -0.96
C -3.55 2.46 0.29
O -3.45 3.09 -1.99
C 0.74 1.04 -0.26
N 1.51 1.91 0.49
C 2.61 2.55 -0.30
C 3.85 1.68 -0.43
C 3.76 0.59 -1.50
H 2.50 -1.90 2.72
H -0.93 -2.97 -2.00
H -1.31 -0.26 -2.31
H -1.28 2.27 -2.70
H 0.09 3.17 -2.06
H -2.93 1.75 0.84
H -3.74 3.31 0.95
H -4.50 2.00 0.02
H 0.93 2.67 0.84
H 2.27 2.76 -1.32
H 2.83 3.48 0.21
H 4.14 1.26 0.54
H 4.66 2.35 -0.72
H 4.77 0.30 -1.79
H 3.29 -0.33 -1.12
H 3.25 0.94 -2.39
C -2.30 7.24 -6.16
C -1.30 6.32 -5.49
O -0.18 6.15 -5.93
N -1.71 5.66 -4.37
C -3.00 5.71 -3.70
H -1.82 7.68 -7.03
H -3.19 6.69 -6.48
H -2.60 8.04 -5.48
H -1.00 5.07 -3.98
H -2.87 6.06 -2.67
H -3.44 4.72 -3.67
H -3.68 6.39 -4.21
C -0.02 -3.66 3.06
C -0.02 -3.21 4.50
O 0.98 -3.26 5.19
N -1.19 -2.73 5.00
C -2.47 -2.61 4.33
H 0.97 -4.03 2.81
H -0.74 -4.47 2.91
H -0.26 -2.83 2.40
H -1.12 -2.44 5.96
H -2.80 -1.57 4.31
H -3.22 -3.21 4.85
H -2.40 -2.97 3.31
C -2.19 -6.44 -4.17
C -1.16 -5.51 -3.57
O -1.48 -4.43 -3.07
N 0.12 -5.90 -3.59
C 0.68 -7.13 -4.13
H -3.17 -6.00 -4.07
H -1.98 -6.62 -5.22
H -2.18 -7.40 -3.64
H 0.76 -5.24 -3.18
H 1.19 -7.69 -3.34
H 1.40 -6.91 -4.91
H -0.10 -7.76 -4.54
C -0.62 4.55 3.44
C 0.84 4.70 3.10
O 1.27 4.39 1.98
N 1.66 5.18 4.04
C 1.32 5.59 5.40
H -1.14 4.16 2.57
H -0.76 3.86 4.27
H -1.06 5.52 3.70
H 2.62 5.24 3.76
H 1.59 6.64 5.54
H 1.89 4.99 6.11
H 0.26 5.48 5.60
C 0.85 -1.18 -6.92
C 0.67 -0.70 -5.50
O 1.56 -0.75 -4.67
N -0.55 -0.19 -5.15
C -1.75 -0.04 -5.96
H 1.87 -1.55 -7.03
H 0.15 -1.99 -7.15
H 0.69 -0.37 -7.63
H -0.56 0.11 -4.20
H -2.04 1.01 -6.01
H -2.57 -0.61 -5.52
H -1.57 -0.41 -6.97
C -1.64 -8.75 4.08
C -1.92 -7.52 3.26
O -1.82 -6.39 3.73
N -2.29 -7.70 1.97
C -2.46 -8.95 1.25
H -1.36 -8.43 5.08
H -2.53 -9.38 4.15
H -0.82 -9.33 3.65
H -2.47 -6.84 1.47
H -1.79 -8.99 0.39
H -3.49 -9.05 0.89
H -2.24 -9.79 1.90
C 3.63 1.49 3.78
C 4.69 2.28 4.52
O 4.46 3.39 4.97
N 5.91 1.70 4.66
C 6.35 0.40 4.20
H 2.72 2.08 3.75
H 3.94 1.27 2.76
H 3.42 0.55 4.29
H 6.57 2.28 5.16
H 6.67 -0.21 5.04
H 7.20 0.52 3.51
H 5.55 -0.11 3.68
C -6.88 -4.20 -7.08
C -5.58 -4.97 -7.08
O -5.44 -6.02 -7.68
N -4.53 -4.44 -6.38
C -4.49 -3.22 -5.61
H -7.60 -4.75 -7.68
H -7.27 -4.10 -6.07
H -6.75 -3.21 -7.51
H -3.70 -5.00 -6.43
H -3.73 -2.54 -6.01
H -4.25 -3.43 -4.56
H -5.45 -2.71 -5.64
C 4.22 7.09 9.52
C 3.55 7.30 8.18
O 2.47 7.86 8.07
N 4.20 6.84 7.08
C 5.47 6.14 6.98
H 3.58 7.52 10.29
H 4.36 6.03 9.72
H 5.19 7.59 9.55
H 3.70 7.01 6.22
H 6.15 6.70 6.35
H 5.29 5.16 6.53
H 5.92 6.00 7.96

No. 2
131
Properties=species:S:1:pos:R:3 method="wB97M-V/def2-TZVPD" spin_multiplicity=4 homo_lumo_gap_ev="5.14 / 4.01" total_charge=-1 homo_ev="-3.62 / -3.62"
C 10.92 -1.42 2.21
C 10.63 -1.42 0.60
C 11.03 -2.81 -0.18
C 10.06 -4.09 0.13
O 9.11 -3.90 1.24
In 7.12 -3.83 0.59
C 5.97 -2.67 2.22
C 4.56 -2.08 1.64
C 3.37 -3.18 1.96
C 1.95 -2.49 2.47
C 0.93 -2.25 1.20
O 1.73 -2.06 -0.02
C 1.74 -0.66 -0.47
C 1.66 0.68 0.47
O 1.88 -0.46 -1.81
P 6.28 -6.24 0.37
N 4.58 -6.29 -0.21
O 6.35 -6.93 2.00
H 11.70 -2.26 2.53
H 9.90 -1.75 2.73
H 11.20 -0.38 2.66
H 11.31 -0.56 0.13
H 9.51 -1.07 0.36
H 12.18 -3.11 -0.06
H 10.91 -2.58 -1.35
H 10.76 -5.02 0.41
H 9.47 -4.42 -0.84
H 7.00 -3.03 -1.02
H 6.63 -1.74 2.57
H 5.84 -3.32 3.22
H 4.64 -1.90 0.47
H 4.26 -1.05 2.15
H 3.76 -3.87 2.85
H 3.22 -3.92 1.04
H 1.44 -3.31 3.16
H 2.14 -1.55 3.13
H 0.35 -3.28 1.05
H 0.10 -1.45 1.39
H 1.92 1.67 -0.14
H 2.30 0.61 1.46
H 0.53 0.82 0.82
H 4.57 -7.06 -0.94
H 4.33 -5.39 -0.72
H 6.42 -6.15 2.62
C 2.70 -0.01 -5.79
C 4.07 0.26 -5.09
C 3.94 1.44 -4.09
C 3.85 2.81 -4.75
C 5.00 3.02 -5.72
C 5.13 1.88 -6.76
N 5.12 0.52 -6.13
O 6.38 0.32 -5.52
C 3.97 2.00 -7.79
C 6.40 2.13 -7.63
C 4.33 -1.04 -4.26
H 2.22 -0.92 -5.42
H 1.99 0.81 -5.64
H 2.81 -0.17 -6.87
H 4.80 1.45 -3.41
H 3.06 1.30 -3.45
H 2.88 2.92 -5.26
H 3.87 3.59 -3.98
H 4.87 3.99 -6.23
H 5.93 3.11 -5.14
H 3.97 1.16 -8.49
H 4.06 2.92 -8.38
H 2.98 2.05 -7.32
H 7.32 2.20 -7.02
H 6.33 3.08 -8.17
H 6.54 1.34 -8.37
H 4.45 -1.91 -4.91
H 3.49 -1.24 -3.58
H 5.22 -0.96 -3.62
C -4.74 0.64 4.87
C -4.36 -0.03 3.52
C -5.29 -1.23 3.23
C -5.00 -2.46 4.07
C -3.52 -2.85 3.97
C -2.57 -1.67 4.30
N -2.91 -0.42 3.54
O -2.50 -0.60 2.21
C -2.61 -1.40 5.83
C -1.10 -2.13 4.05
C -4.68 1.08 2.46
H -5.25 1.60 4.74
H -5.41 0.01 5.47
H -3.86 0.88 5.48
H -5.21 -1.52 2.17
H -6.34 -0.94 3.38
H -5.28 -2.28 5.12
H -5.62 -3.30 3.74
H -3.33 -3.69 4.64
H -3.33 -3.22 2.96
H -2.01 -0.52 6.09
H -2.20 -2.24 6.39
H -3.62 -1.25 6.22
H -0.93 -2.48 3.02
H -0.84 -2.97 4.71
H -0.39 -1.32 4.25
H -4.04 1.96 2.60
H -5.72 1.41 2.54
H -4.56 0.73 1.43
C -11.26 2.68 -0.45
C -10.55 3.15 0.86
C -10.85 4.65 1.13
C -10.11 5.61 0.22
C -8.61 5.33 0.24
C -8.27 3.85 -0.08
N -9.07 2.88 0.75
O -8.54 2.90 2.06
C -8.52 3.58 -1.59
C -6.73 3.64 0.09
C -11.24 2.31 1.98
H -12.12 2.04 -0.24
H -11.63 3.52 -1.04
H -10.60 2.07 -1.08
H -10.59 4.90 2.18
H -11.93 4.83 1.04
H -10.50 5.54 -0.80
H -10.29 6.64 0.54
H -8.11 5.99 -0.48
H -8.21 5.60 1.22
H -8.37 2.53 -1.83
H -7.82 4.16 -2.20
H -9.51 3.88 -1.92
H -6.37 3.91 1.08
H -6.18 4.27 -0.62
H -6.45 2.60 -0.11
H -11.05 1.24 1.86
H -12.33 2.46 1.96
H -10.92 2.60 2.99